C3H9NO | the ωB97M-V functional and the def2-TZVPD basis

## Properties
Relative energy (zero: lowest compared OMol25 entry of this formula, charge and spin) ... 27.6 kcal per mole
HOMO energy ... -8.8431 eV
HOMO-LUMO gap ... 9.77 eV
SMILES ... CCNCO

Geometry (Å):
1 C -1.7976 0.2534 -0.0532
2 C -0.6512 -0.5639 -0.5671
3 N 0.5927 0.1832 -0.6203
4 C 1.2293 0.5228 0.6237
5 O 2.5681 0.0084 0.7005
6 H -1.4908 0.8561 0.7973
7 H -2.2286 0.9015 -0.8147
8 H -2.6592 -0.3322 0.2915
9 H -0.8561 -0.8939 -1.5836
10 H -0.4862 -1.5041 -0.0168
11 H 1.2156 -0.2306 -1.2990
12 H 1.3515 1.5932 0.7191
13 H 0.6732 0.0952 1.4776
14 H 2.5394 -0.8891 0.3451

Forces on atoms 1 to 2 (eV/Å):
C -1.0 0.1 0.4
C 0.6 -0.8 -0.3